1.
3 unconnected molecules or ions with the total composition C36H79N10O3P2, computed with ωB97M-V with the def2-TZVPD basis set.

Its total energy is -78212.2003 eV. The charge is +1. The HOMO-LUMO gap comes out at 3.3 eV.

The geometry in XYZ format:
```
130
Properties=species:S:1:pos:R:3:forces:R:3:lowdin_charge:R:1
C 0.80486 5.98656 -1.77930 -0.197 0.302 -0.036 -0.122
O 0.66640 4.94495 -0.77803 1.219 0.859 -0.067 -0.268
C 1.91966 4.77307 -0.03564 0.972 -0.872 0.016 -0.211
C 2.44436 3.25143 -0.21494 -1.267 -0.316 0.407 -0.160
C 1.17491 2.24832 -0.00777 0.539 0.129 -1.274 -0.194
C 0.69968 1.79991 -1.47533 -1.389 -1.042 0.558 -0.217
C -0.91404 1.61806 -1.55080 1.014 -0.313 -0.920 -0.204
C -1.17224 0.58844 -2.78578 -1.235 0.080 0.925 -0.202
C -2.70728 0.57753 -3.24565 0.067 1.180 -0.725 -0.224
C -3.15299 1.99786 -3.91070 -0.387 -1.697 0.623 -0.197
C -4.73644 1.82731 -4.27441 1.439 1.749 -0.492 -0.192
C -5.44734 3.21195 -3.86693 -1.416 -0.131 -0.960 -0.196
C -6.74751 3.02152 -2.91598 0.419 -0.054 -0.964 -0.131
C -6.45369 2.16911 -1.58999 1.527 1.262 -0.024 -0.245
N -7.20666 0.87278 -1.72201 -0.743 -1.980 2.071 0.069
C -7.17980 0.08380 -0.47093 -1.685 3.144 1.010 -0.191
N -6.60713 -1.14475 -0.35874 -0.543 -0.139 -0.057 0.178
N -7.78526 0.74853 0.69955 4.001 -3.145 -2.609 0.118
C -6.83973 1.88010 1.01897 0.843 2.227 0.290 -0.133
C -6.67939 2.93993 -0.20535 -0.623 0.203 1.420 -0.310
C -5.34338 3.79269 0.18525 0.607 -1.826 0.088 -0.201
N -4.80752 4.59964 -0.94924 0.155 -0.169 1.206 0.027
C -8.02204 3.85041 -0.15885 -0.418 1.459 -0.219 -0.103
C -7.71939 5.42205 0.02881 0.515 3.402 0.924 -0.181
C -7.44663 6.41657 -1.11614 0.120 1.193 2.424 -0.038
C -7.10994 7.93469 -0.89604 -0.653 -2.285 2.970 -0.059
C -7.06543 8.50184 0.53844 -0.834 -4.396 -1.368 -0.060
C -7.37401 7.49146 1.69410 0.033 -0.833 -2.346 -0.064
C -7.69735 5.99866 1.48722 0.922 2.260 -3.496 -0.040
H -0.22575 6.23742 -2.23176 1.531 -0.495 0.933 0.096
H 1.46313 5.61001 -2.63283 -0.623 0.697 1.085 0.097
H 1.24131 6.92496 -1.26514 -0.642 -1.318 -1.126 0.101
H 2.72751 5.49739 -0.43282 -1.321 -1.020 0.709 0.122
H 1.74746 4.96780 1.09089 0.107 -0.195 -1.820 0.131
H 3.22524 2.96438 0.56433 -0.777 0.785 -1.147 0.108
H 2.82829 3.05490 -1.28366 -0.312 0.507 1.792 0.111
H 0.30990 2.77381 0.51706 1.227 -0.617 -0.612 0.103
H 1.46322 1.30645 0.57872 -0.376 1.443 -0.772 0.112
H 0.97766 2.52568 -2.30941 -0.210 -0.830 1.295 0.109
H 1.12959 0.75863 -1.74185 -0.371 1.736 0.469 0.116
H -1.34518 2.65619 -1.74879 0.396 -1.398 0.186 0.090
H -1.36359 1.24081 -0.56944 0.700 0.298 -1.299 0.107
H -0.51530 0.94032 -3.65472 -0.880 -0.781 1.141 0.121
H -0.91653 -0.49436 -2.44057 -0.022 1.986 -0.674 0.098
H -3.45009 0.41492 -2.37082 1.350 0.088 -1.127 0.096
H -2.93819 -0.21384 -4.03918 0.488 0.837 1.178 0.111
H -2.96140 2.80785 -3.13172 -0.483 -0.942 -1.098 0.074
H -2.53570 2.26001 -4.83977 -0.862 -0.511 1.330 0.122
H -5.19441 0.89670 -3.79761 0.618 1.349 -0.554 0.096
H -4.76752 1.73812 -5.42285 -0.258 -0.154 1.843 0.116
H -4.72202 4.00262 -3.46522 -1.146 -1.436 -0.324 0.093
H -5.86667 3.66118 -4.84863 0.578 -0.544 1.613 0.117
H -7.16217 4.06675 -2.74096 0.505 -1.572 0.231 0.086
H -7.53153 2.43901 -3.53137 1.148 0.893 0.899 0.126
H -5.32908 1.89006 -1.62355 -1.720 0.279 0.097 0.148
H -8.19494 1.01180 -1.98621 0.543 0.353 0.329 0.136
H -5.67911 -1.29919 0.07763 -1.335 0.227 0.238 0.153
H -7.08478 -1.95609 -0.77684 0.953 0.721 -0.517 0.145
H -7.70622 0.05236 1.47344 -0.435 0.622 -0.588 0.143
H -5.80283 1.47227 1.29084 -1.444 0.322 -0.351 0.131
H -7.24333 2.39899 1.95815 0.574 -0.632 -1.483 0.142
H -5.47248 4.36997 1.16449 -0.092 -0.687 -1.569 0.128
H -4.54515 2.98115 0.41148 -1.250 1.119 -0.155 0.121
H -4.67200 5.55439 -0.59086 0.032 -0.520 -0.579 0.084
H -3.88746 4.20533 -1.21803 -0.787 0.623 0.319 0.074
H -8.67184 3.75311 -1.10090 1.075 -0.055 1.286 0.120
H -8.71290 3.57025 0.72451 1.228 0.267 -1.378 0.118
H -7.47727 6.08604 -2.21258 0.049 0.380 1.907 0.086
H -6.88896 8.58316 -1.81911 -0.440 -1.130 1.703 0.096
H -6.79649 9.59461 0.70049 -0.502 -1.775 0.004 0.092
H -7.34908 7.89199 2.75663 -0.058 -0.624 -1.560 0.085
H -7.88895 5.27394 2.34854 0.266 1.397 -1.208 0.095
O 2.22876 -2.57368 -0.20025 2.433 -1.340 -2.282 -0.295
P 1.84218 -4.05523 -0.36347 -5.617 0.676 4.027 0.762
N 0.27811 -3.75061 -0.99118 -1.652 -0.031 -0.916 -0.345
C -0.77895 -3.08550 -0.25661 0.170 0.219 0.494 -0.136
C 0.30628 -3.29259 -2.38313 0.556 -0.365 -0.215 -0.136
N 1.93402 -4.42025 1.31480 1.745 -0.304 1.499 -0.326
C 0.83460 -4.32134 2.24945 -0.424 -0.340 -0.291 -0.136
C 3.14506 -3.91154 1.96988 -0.006 0.493 -0.205 -0.149
N 1.46517 -5.76970 -0.59382 2.712 0.046 -1.473 -0.321
C 0.17905 -6.43460 -0.59626 -0.640 0.395 -0.972 -0.111
C 2.59696 -6.68479 -0.53249 0.163 -0.042 0.222 -0.138
H -1.70875 -3.08413 -0.83359 0.206 0.014 -0.272 0.076
H -0.52361 -2.05112 -0.00356 -0.121 0.167 0.102 0.080
H -1.03817 -3.61704 0.65692 0.227 0.021 0.094 0.051
H 0.54662 -4.13402 -3.04207 0.094 0.030 -0.047 0.077
H 1.06001 -2.51377 -2.53784 -0.053 0.112 -0.043 0.068
H -0.65282 -2.89319 -2.72138 -0.028 -0.137 0.300 0.066
H 0.46983 -3.29019 2.34026 -0.086 0.073 0.076 0.082
H 1.13476 -4.65274 3.24775 0.273 0.029 -0.161 0.086
H 0.00812 -4.97756 1.97799 -0.121 0.104 -0.134 0.058
H 3.03680 -2.85304 2.24856 0.140 -0.022 -0.010 0.080
H 4.01056 -3.99887 1.30995 -0.076 0.069 0.033 0.051
H 3.37426 -4.48374 2.87149 -0.187 -0.131 -0.052 0.085
H -0.45332 -6.13912 0.24187 0.040 0.191 0.004 0.064
H 0.28544 -7.52242 -0.53271 0.463 0.168 0.022 0.088
H -0.36310 -6.23695 -1.52552 -0.146 -0.048 0.141 0.078
H 2.69296 -7.12574 0.46759 -0.018 -0.030 -0.039 0.085
H 3.53058 -6.16474 -0.76174 -0.046 -0.024 0.074 0.069
H 2.50112 -7.49077 -1.26551 0.012 0.050 0.011 0.080
O 7.38705 -4.98637 3.93928 2.761 -2.204 0.660 -0.292
P 8.60857 -4.29848 3.30285 -3.739 5.583 -1.834 0.757
N 8.48067 -2.85423 4.21209 0.341 1.422 0.886 -0.349
C 7.35699 -1.94079 4.13674 -0.492 -0.136 -0.298 -0.126
C 8.92021 -3.01882 5.60126 0.511 -0.447 -0.077 -0.131
N 7.94776 -4.26226 1.71423 -0.351 -1.659 -1.766 -0.326
C 7.15651 -3.18204 1.16692 0.330 0.489 0.134 -0.132
C 7.35235 -5.53355 1.28698 -0.248 -0.043 0.480 -0.153
N 10.05735 -3.57254 2.58834 1.274 -2.730 0.806 -0.324
C 10.38934 -2.17480 2.40618 0.135 0.526 1.092 -0.110
C 10.93396 -4.48128 1.86290 -0.088 -0.113 -0.196 -0.144
H 7.54196 -1.04985 4.74312 0.160 -0.238 0.169 0.082
H 6.42224 -2.40189 4.47041 -0.179 0.100 0.021 0.085
H 7.21622 -1.54877 3.13154 -0.026 -0.212 -0.086 0.053
H 10.01264 -3.09437 5.63458 0.023 -0.095 0.036 0.075
H 8.50341 -3.92374 6.05448 -0.074 0.036 0.090 0.069
H 8.64367 -2.17515 6.23739 -0.076 0.043 -0.328 0.079
H 6.22114 -3.04297 1.72319 -0.091 0.101 -0.015 0.071
H 6.89197 -3.37316 0.12249 0.112 -0.284 0.087 0.085
H 7.70891 -2.24346 1.14236 -0.040 0.084 0.196 0.061
H 6.32560 -5.64538 1.66591 0.034 -0.136 -0.017 0.070
H 7.93876 -6.38003 1.65023 -0.105 0.050 0.037 0.070
H 7.32828 -5.60762 0.19720 0.095 0.228 -0.024 0.077
H 9.56985 -1.59588 1.97867 -0.146 -0.077 0.108 0.065
H 11.24196 -2.04562 1.73135 -0.069 -0.486 0.004 0.086
H 10.68081 -1.71403 3.35426 -0.076 0.154 -0.127 0.080
H 10.72643 -4.45260 0.78563 0.049 0.025 0.002 0.081
H 10.79622 -5.51033 2.20466 -0.026 0.053 -0.061 0.069
H 11.98765 -4.23735 2.02555 -0.040 -0.024 0.009 0.079
```
Positions in Å, forces in eV/Å.

2.
5 unconnected molecules or ions with the total composition C36H80ClN4, computed with ωB97M-V with the def2-TZVPD basis set.

The energy above the lowest of the compared OMol25 structures with the same formula, charge and spin comes out at 218.0 kJ/mol. Its total energy is -57089.0105 eV. The charge is +3. The HOMO-LUMO gap comes out at 8.8 eV.

The geometry in XYZ format:
```
121
Properties=species:S:1:pos:R:3:forces:R:3:lowdin_charge:R:1
C -8.37756 -3.37843 -1.48209 0.811 -0.921 -0.785 -0.069
C -7.40739 -2.37951 -0.89771 1.055 0.901 1.868 -0.233
C -6.01730 -2.98469 -0.59837 0.644 0.554 -0.605 -0.096
N -5.08002 -2.20419 0.37321 -1.727 1.020 -0.434 -0.249
C -5.27766 -0.69906 0.03457 0.244 0.198 -0.064 -0.082
C -4.22127 0.24445 0.64922 -0.083 -2.238 0.477 -0.130
C -2.84728 -0.31929 0.32817 0.343 1.181 0.498 -0.219
C -2.65092 -1.72015 0.85175 -0.725 -0.898 -0.810 -0.169
C -3.67285 -2.68923 0.22527 0.730 -0.169 1.067 -0.107
C -5.56918 -2.43232 1.76421 1.244 -0.094 0.760 0.021
H -9.38598 -3.03500 -1.68762 0.102 0.312 0.149 0.091
H -8.42554 -4.33001 -0.94847 -0.151 0.330 0.590 0.086
H -7.93066 -3.72212 -2.42170 -0.304 0.253 -0.278 0.088
H -7.67951 -1.92134 0.06108 -0.921 -0.346 -0.084 0.099
H -7.19393 -1.49825 -1.50223 -0.571 -0.233 -0.530 0.107
H -5.44053 -2.86101 -1.51573 0.000 -0.960 -0.137 0.128
H -6.07370 -3.99218 -0.19220 0.157 -0.120 -0.299 0.140
H -5.31119 -0.65437 -1.05411 0.393 0.083 -0.041 0.133
H -6.28373 -0.44497 0.35871 0.073 -0.072 0.158 0.124
H -4.32386 1.27228 0.31714 -0.280 -0.028 0.070 0.134
H -4.29626 0.12939 1.73454 -0.413 0.725 0.069 0.117
H -2.72677 -0.18330 -0.74949 0.617 -0.450 -0.003 0.118
H -2.11048 0.28667 0.85923 0.165 0.277 -0.562 0.067
H -1.66653 -2.09936 0.57268 0.053 0.035 0.031 0.102
H -2.71880 -1.80905 1.93764 0.013 0.420 0.060 0.106
H -3.35108 -2.90619 -0.79200 -0.751 0.261 -0.281 0.128
H -3.65372 -3.63027 0.77761 0.035 -0.141 -0.226 0.136
H -5.42678 -3.47328 2.05588 -0.641 -0.213 -0.507 0.118
H -6.57506 -2.04893 1.88812 -0.035 -0.218 -0.023 0.115
H -4.88841 -1.95725 2.47265 -0.243 0.564 -0.182 0.101
C 2.67621 0.74932 -4.97804 0.092 -0.570 -0.154 -0.066
C 1.77431 0.11422 -3.88895 -0.919 0.812 -0.288 -0.219
C 1.72052 -1.39509 -4.02442 2.495 -1.069 0.642 -0.109
N 1.29586 -2.19012 -2.78330 -1.080 -0.749 -0.770 -0.257
C -0.09374 -1.74950 -2.38505 -0.929 0.273 -0.002 -0.116
C -1.17265 -1.99696 -3.48283 1.576 -0.161 0.307 -0.142
C -1.18421 -3.44657 -3.94475 -0.465 0.240 0.201 -0.186
C 0.13699 -4.18219 -3.96865 1.138 0.596 -1.644 -0.151
C 1.27550 -3.67296 -3.08130 -0.936 -0.650 0.852 -0.107
C 2.21386 -2.04114 -1.59031 0.076 1.028 -0.566 0.008
H 2.20633 0.67885 -5.96106 -0.220 -0.133 0.089 0.086
H 3.62389 0.22224 -5.09896 0.093 0.044 0.275 0.081
H 2.89902 1.80926 -4.86819 -0.132 -0.033 0.480 0.062
H 0.78737 0.57172 -4.01467 -0.221 -0.326 -0.229 0.112
H 1.95153 0.40697 -2.85066 0.783 -0.024 -0.111 0.071
H 2.74095 -1.79650 -4.07432 0.327 0.578 -0.254 0.136
H 1.33882 -1.81018 -4.95636 -0.962 0.168 0.334 0.147
H 0.00230 -0.68873 -2.16165 -0.118 0.026 0.337 0.058
H -0.33348 -2.28839 -1.46753 0.004 0.024 0.054 0.119
H -0.92846 -1.34037 -4.31965 -0.086 0.030 -0.044 0.111
H -2.20089 -1.76962 -3.20502 0.268 0.464 0.553 0.112
H -1.62037 -3.34968 -4.93963 -0.101 -0.888 0.014 0.127
H -1.82327 -4.04882 -3.29464 -0.410 0.295 -0.145 0.111
H 0.56885 -4.14013 -4.97362 -0.342 -0.120 -0.159 0.118
H -0.06560 -5.23677 -3.79441 0.402 -0.023 0.229 0.129
H 2.23935 -3.98681 -3.47560 0.080 0.222 0.028 0.144
H 1.14577 -4.12798 -2.09716 0.238 0.021 0.052 0.129
H 2.27085 -0.96814 -1.41360 -0.186 -0.122 0.673 0.061
H 3.23432 -2.39787 -1.73397 -0.188 -0.196 -0.761 0.120
H 1.80739 -2.63051 -0.77382 -0.290 0.378 0.083 0.102
C 4.27431 3.46772 2.28226 -0.479 -0.427 -2.231 -0.073
C 3.88814 4.50938 1.17249 0.080 0.424 1.947 -0.226
C 3.16031 3.86548 0.00125 1.726 -0.164 -0.074 -0.159
N 2.61185 4.82441 -1.05381 0.759 -0.511 0.000 -0.241
C 2.34299 3.92960 -2.26702 0.176 0.598 -0.095 -0.137
C 1.60602 4.68647 -3.35635 -0.021 -0.211 0.754 -0.151
C 0.27601 5.19323 -2.80711 -1.027 -0.895 -0.961 -0.195
C 0.41114 6.15554 -1.65143 2.039 -0.898 0.913 -0.123
C 1.37770 5.57508 -0.53130 -0.604 -1.239 -0.925 -0.059
C 3.70397 5.81508 -1.45194 -1.109 -0.490 0.398 0.050
H 5.02758 2.81407 1.83201 0.135 -0.014 0.123 0.072
H 3.39239 2.82940 2.36945 0.035 0.041 0.988 0.051
H 4.72153 3.88366 3.17722 -0.499 0.152 0.152 0.084
H 4.83901 5.01715 1.00591 -0.162 0.011 -0.912 0.110
H 3.25940 5.27482 1.63642 -0.153 -0.051 0.032 0.111
H 2.45326 3.09265 0.30725 -0.788 0.617 -0.010 0.052
H 3.90566 3.24581 -0.50801 0.064 0.232 -0.383 0.136
H 1.84284 3.01982 -1.93257 -0.284 0.181 0.168 0.077
H 3.33194 3.66301 -2.64032 0.028 -0.167 0.190 0.123
H 1.52538 3.98698 -4.18853 -0.336 0.166 -0.110 0.117
H 2.24370 5.50748 -3.68684 -0.154 0.084 -0.212 0.118
H -0.37548 4.36188 -2.50596 0.610 -0.404 0.519 0.120
H -0.38769 5.51335 -3.61561 0.473 0.974 -0.034 0.123
H -0.55831 6.24518 -1.17023 0.090 0.745 0.027 0.125
H 0.93550 7.07354 -1.91212 -0.889 0.443 -0.398 0.114
H 0.86796 4.77706 0.00808 -0.199 0.271 0.300 0.126
H 1.74712 6.35681 0.12523 -0.101 -0.059 0.119 0.129
H 4.11534 6.23105 -0.53899 -0.007 0.207 -0.176 0.096
H 3.18947 6.56271 -2.04686 0.423 0.189 -0.076 0.102
H 4.45680 5.27441 -2.01680 0.084 0.154 -0.006 0.117
C 4.08557 -0.39623 1.53938 0.243 0.871 0.051 -0.076
C 2.86765 -1.02542 2.17326 -0.312 -0.892 -0.482 -0.255
C 2.56775 -0.48166 3.54557 -1.520 0.814 -0.189 -0.092
N 1.18552 -0.89086 4.06839 -1.213 -0.654 -0.099 -0.225
C 0.74116 0.07631 5.20117 0.778 -0.381 0.107 -0.096
C 1.48380 -0.14446 6.51384 -0.332 -0.939 -0.372 -0.142
C 1.33766 -1.62738 6.88545 -1.176 0.685 0.724 -0.195
C 1.94395 -2.51133 5.85949 0.084 -0.354 -1.370 -0.156
C 1.24279 -2.35967 4.47585 0.618 -0.157 1.509 -0.097
C 0.00677 -0.81160 3.08428 1.269 -0.081 0.618 -0.007
H 5.04325 -0.37318 2.06226 -0.106 -0.848 0.226 0.092
H 3.87903 0.67719 1.47518 -0.157 -0.078 -0.569 0.052
H 4.19588 -0.83354 0.54876 0.305 0.276 -0.048 0.072
H 2.84756 -2.11729 2.08757 0.595 -0.065 0.556 0.111
H 2.06224 -0.77926 1.47180 -0.173 0.531 0.343 0.050
H 2.49513 0.60328 3.43539 0.118 0.042 0.090 0.130
H 3.24306 -0.67575 4.37347 0.305 -0.292 -0.346 0.131
H 0.91629 1.06851 4.78872 -0.125 0.014 -0.032 0.133
H -0.32480 -0.06539 5.36646 -0.003 -0.130 -0.158 0.132
H 2.53140 0.13365 6.39981 -0.006 0.215 0.363 0.121
H 0.96789 0.41564 7.29167 0.343 0.461 -0.112 0.132
H 1.63329 -1.82338 7.91561 0.556 -0.016 -0.180 0.130
H 0.25642 -1.81878 6.92425 -0.048 -0.093 -0.047 0.125
H 2.98937 -2.23499 5.70351 0.137 -0.319 0.215 0.116
H 1.89243 -3.56653 6.12597 0.126 0.012 0.033 0.132
H 1.78848 -2.97011 3.75823 0.181 0.571 -0.345 0.125
H 0.24609 -2.79896 4.46622 -0.197 0.431 0.353 0.129
H -0.82429 -1.23109 3.64432 -0.147 0.244 -0.084 0.092
H 0.22231 -1.47247 2.25091 -0.032 0.379 -0.273 0.087
H -0.13903 0.23778 2.84345 -0.068 -0.141 -0.519 0.090
Cl 0.52618 1.18751 -0.13384 0.223 -0.213 -0.016 -0.327
```
Positions in Å, forces in eV/Å.

Number 1: HOMO energy -0.322 Eh. Number 2: HOMO energy -0.549 Eh.